No. 1
C32H30N5O3ReS2 | ωB97M-V/def2-TZVPD

```
73
Properties=species:S:1:pos:R:3:mulliken_spin:R:1
Re 0.23551 0.33715 -0.38132 2.5754
S -2.32829 2.93525 -3.17780 0.0198
S 1.25096 -1.83307 0.31175 0.0119
O -1.21989 0.01600 0.98398 0.1418
O 2.06564 0.80493 -1.24820 0.0165
O 4.10432 -0.01511 -2.71903 0.0016
N 0.22048 -4.00694 1.23540 0.0085
N -1.03395 1.88563 -1.21969 -0.0030
N -1.17593 -2.75760 -0.20509 -0.0017
N 1.40050 1.21814 1.16799 -0.0438
N 2.64512 1.60337 0.81544 -0.0031
C -0.62574 -5.09419 1.70741 -0.0020
C -2.78871 4.17635 1.09552 0.0046
C -0.09240 -0.31641 -2.38717 -0.1252
C 2.94105 1.33337 -0.43013 0.0072
C -1.22947 1.78401 -2.52275 0.0562
C 0.44503 -1.43447 -3.02223 0.0729
C -0.16305 0.86923 2.99790 0.0433
C -3.63815 4.78907 0.17312 -0.0015
C -0.05806 -2.95738 0.47184 -0.0099
C 5.13788 2.42099 -0.16449 -0.0029
C 4.83116 0.84771 -1.98950 0.0018
C -1.22646 0.24640 2.27588 0.0443
C -1.44262 0.69207 5.05928 0.0025
C -1.80285 2.87912 -0.64733 0.0118
C -3.53851 4.50674 -1.17588 0.0035
C 1.07256 1.29480 2.41839 0.0713
C 6.46410 2.56924 -0.49626 0.0005
C -2.48013 0.07882 4.35681 0.0175
C 6.18014 1.00917 -2.31215 0.0006
C -2.37054 -0.13749 3.00197 -0.0034
C 0.45229 -1.54641 -4.40553 -0.0240
C -0.08422 -0.54565 -5.20533 0.0417
C -1.86250 3.23394 0.69855 0.0143
C -0.64677 0.67495 -3.22904 0.0164
C 4.30768 1.56042 -0.89159 0.0141
C -3.51502 -2.33749 -0.64070 0.0024
C 6.98302 1.84814 -1.57109 -0.0001
C -0.31299 1.07834 4.38132 0.0157
C -0.65216 0.56632 -4.61867 -0.0229
C -1.17206 -4.78553 3.09903 -0.0002
C -2.50939 -3.34006 -0.09233 -0.0034
C -2.61297 3.55452 -1.57405 -0.0057
H 7.09551 3.23365 0.07486 0.0000
H 0.88207 -2.23503 -2.43890 0.0015
H 6.56449 0.45768 -3.15841 -0.0001
H -0.00930 -5.99476 1.73620 0.0002
H 8.02791 1.94227 -1.82813 0.0000
H -1.08349 1.36232 -5.21130 0.0011
H -0.36877 -4.76885 3.83313 -0.0001
H -1.53221 0.86798 6.12049 0.0009
H -3.18523 -0.59547 2.45706 -0.0010
H 0.89358 -2.41575 -4.87179 -0.0003
H -4.17538 4.99689 -1.89722 0.0001
H -3.37302 -0.22646 4.88450 0.0010
H -1.42813 -5.27094 0.99581 0.0005
H -4.38446 5.49114 0.51573 0.0000
H 3.17765 0.01032 -2.42325 -0.0043
H -1.20454 2.76120 1.41316 -0.0015
H -3.36744 -1.36733 -0.16808 0.0001
H 4.69580 2.95238 0.66399 -0.0007
H -4.53050 -2.67082 -0.44153 -0.0002
H 0.48971 1.56901 4.91500 -0.0002
H -1.89441 -5.54324 3.39102 -0.0002
H 1.82081 1.69710 3.09778 -0.0026
H -2.73132 -3.55461 0.95385 -0.0006
H -2.56155 -4.27310 -0.66035 0.0011
H -2.85653 4.44250 2.14071 0.0003
H -1.14491 -1.94828 -0.81785 0.0349
H -0.03482 -0.63696 -6.27994 0.0021
H -1.66389 -3.81333 3.10845 0.0004
H 1.12301 -3.95874 1.68741 0.0023
H -3.39528 -2.21716 -1.71664 -0.0001
```

Properties
HOMO level (spin up / spin down) (eV): -10.15 / -10.20
Largest force on an atom (eV/A): 1.54
M (g mol⁻¹): 782.965
Charge: +1
Electronic energy (Ha): -2611.4602
Spin multiplicity: 4
Frontier orbital gap (spin up / spin down) (eV): 7.2125 / 6.0304

No. 2
H26O13 | ωB97M-V/def2-TZVPD

```
39
Properties=species:S:1:pos:R:3:lowdin_charge:R:1
O 0.14697 0.14761 -0.28997 -0.0327
O -2.37432 -3.50014 0.87769 -0.0719
O 0.63464 2.82754 -0.84966 -0.0594
O 3.25284 -0.76634 0.49225 -0.0384
O 1.29802 -2.48788 1.28476 -0.0583
O 2.08722 0.98257 -2.42470 -0.0403
O -0.22185 -2.73848 -1.12352 -0.0295
O -2.85895 1.64914 2.07763 -0.0659
O -2.25893 -0.77194 0.94746 -0.0287
O -2.15665 2.34151 -0.66532 -0.0251
O 2.31875 2.19411 1.26949 -0.0227
O -0.01220 1.11927 2.39568 -0.0300
O -0.64973 -1.47885 -3.37234 -0.0502
H -0.27764 -2.20454 -1.89124 -0.0574
H -2.33434 1.54029 -1.20677 0.0789
H -0.08200 -0.77368 -0.30940 0.0048
H -2.11324 -0.35164 0.13087 0.0066
H 0.00475 1.09141 3.34770 0.0594
H -3.52373 1.80450 1.41183 0.0085
H -2.96897 2.77574 -0.52645 0.0279
H 2.91825 1.42935 -2.40632 0.0328
H 2.20228 -2.24303 1.06200 -0.0036
H 0.17503 -0.90918 -3.26033 0.0895
H -1.76941 -4.19102 0.64452 0.0084
H 0.77971 1.90071 -0.63527 -0.0189
H -1.98056 -2.63142 0.75304 -0.0284
H 0.75803 1.67382 2.27651 0.0049
H 1.38352 1.62655 -2.51553 0.0221
H -2.25762 0.93846 1.85181 -0.0247
H 2.93767 2.66929 1.76927 0.0301
H 4.02190 -0.29079 0.80483 0.0499
H 1.92815 2.74197 0.57475 0.0275
H 1.29007 -3.44609 1.13864 0.0481
H -3.21696 -0.68602 1.12173 0.0955
H 0.20972 0.32054 0.63844 0.0033
H 2.67411 -0.20870 -0.01575 0.0053
H -0.36369 -2.33035 -3.69542 0.0529
H 0.70452 -2.69374 -0.95829 0.0179
H -0.30536 2.92945 -0.72463 0.0117
```

Properties
HOMO level (eV): -10.16
Largest force on an atom (eV/A): 2.33
M (g mol⁻¹): 234.195
Electronic energy (Ha): -993.6972
Spin multiplicity: 1
Frontier orbital gap (eV): 10.2528

No. 3
C6H14Si2 | ωB97M-V/def2-TZVPD

```
22
Properties=species:S:1:pos:R:3:lowdin_charge:R:1
Si -0.46109 -0.82759 0.08398 0.3842
Si 0.46753 0.52472 -1.57129 0.6305
C -0.21529 2.02484 -2.49025 -0.3621
C -2.46493 -0.66393 0.32983 -0.2064
C -0.16786 -2.64543 -0.37428 -0.2631
C -0.43935 3.08274 -2.99592 0.0064
C 3.09386 1.64262 -0.12930 -0.0102
C 0.17064 -0.49463 1.84992 -0.2462
H 0.92586 0.31458 1.88853 0.0059
H -2.87617 0.30726 0.21759 -0.0115
H 0.65370 -1.45115 2.32318 0.0634
H 1.26074 -0.09031 -2.74811 -0.0784
H -2.95658 -1.39275 -0.38076 0.0292
H -0.73857 3.93320 -3.46129 -0.0125
H -0.15575 -3.27922 0.61396 0.0621
H 3.94162 2.13726 -0.57174 -0.0412
H -2.67008 -0.99649 1.36021 0.0152
H -1.09252 -2.99653 -0.94391 0.0392
H 0.79818 -2.78724 -0.90459 0.0199
H 2.29321 2.29904 0.36290 -0.0055
H -0.61456 -0.26643 2.56556 0.0093
H 3.40427 0.67508 0.29002 -0.0282
```

Properties
HOMO level (spin up / spin down) (eV): -8.78 / -7.19
Largest force on an atom (eV/A): 2.82
M (g mol⁻¹): 142.350
Electronic energy (Ha): -815.7970
Spin multiplicity: 1
Frontier orbital gap (spin up / spin down) (eV): 8.1332 / 7.0752

No. 4
C27H29AuN8OSeSi | ωB97M-V/def2-TZVPD

```
68
Properties=species:S:1:pos:R:3:mulliken_spin:R:1
Au -0.82902 1.06095 -1.16401 0.7097
Se -3.55318 2.25973 2.60341 0.0025
Si -0.26692 -1.96384 0.26434 0.0381
O -0.97641 -0.89223 -0.65872 0.0548
N -0.52364 5.07985 -2.63438 0.0009
N -2.34726 2.20696 3.85214 -0.0019
N 2.97692 2.22543 -3.17056 0.0028
N 1.12112 1.11151 -2.32891 0.1161
N -2.42222 1.96937 1.29257 0.0094
N -0.11229 1.67703 1.08897 0.0427
N 1.03207 3.39296 -2.85771 0.0010
N -0.99149 2.99244 -1.74558 0.0865
C -1.10277 -1.97014 1.97637 0.1138
C 1.18940 1.75449 3.10512 0.0052
C 1.81025 -2.46184 -1.54211 0.0015
C -1.13834 -2.17456 4.37691 0.0001
C -1.89197 -4.00646 -0.90907 0.0562
C -0.47543 -6.15224 0.21413 -0.0069
C 4.12878 -1.86141 -1.31955 -0.0007
C -0.15266 -4.86163 0.58725 0.1221
C -2.52020 -2.03079 4.36953 0.0761
C 1.68467 2.17599 -2.76798 0.0007
C -1.22230 1.85896 1.84014 -0.0045
C -1.49279 -6.36936 -0.71503 0.1823
C 3.08749 -2.38901 -2.07549 0.0028
C 1.04490 1.64057 1.69921 -0.0023
C 2.60102 -1.47581 0.49725 -0.0031
C -0.43135 -2.16975 3.18479 0.0419
C -0.83710 -3.80220 -0.01572 0.2889
C 0.09536 1.93081 3.90440 -0.0042
C -1.17179 1.99585 3.27892 0.0073
C 1.54721 -2.00595 -0.24757 0.0130
C -0.20144 3.80001 -2.39079 -0.0141
C -1.74129 5.62959 -2.04472 -0.0012
C -2.49279 -1.81606 1.97493 0.0629
C -3.19566 -1.84357 3.16769 -0.0261
C 3.88163 -1.39912 -0.03567 0.0005
C 0.33408 5.99623 -3.38104 0.0014
C -2.19131 -5.30353 -1.28424 0.0127
H 1.12467 6.41970 -2.75524 0.0000
H 1.00678 -2.86951 -2.14706 0.0004
H -1.84604 3.41243 -1.41221 -0.0105
H 1.60374 4.13488 -3.22224 0.0009
H 3.27178 -2.74828 -3.07965 -0.0001
H 2.18007 1.71824 3.53613 0.0002
H 4.68929 -0.97899 0.55020 -0.0001
H -0.60974 -2.32038 5.30975 0.0012
H 3.35388 2.99190 -3.70092 0.0006
H -1.66519 5.68075 -0.95572 0.0004
H -1.75763 -7.38358 -0.98469 0.0031
H -2.61819 5.04269 -2.32368 -0.0009
H 0.76470 5.52459 -4.26472 0.0000
H 1.91007 1.51896 1.05632 0.0014
H 0.63344 -4.69564 1.31295 0.0028
H -3.07628 -2.09461 5.29539 0.0015
H 0.64142 -2.32160 3.20891 -0.0014
H 5.12797 -1.81767 -1.73227 -0.0001
H -2.43586 -3.17033 -1.32936 -0.0035
H 3.51621 1.37718 -3.18424 -0.0016
H 0.06163 -6.98269 0.65139 0.0016
H 0.18191 2.04103 4.97693 0.0003
H -2.96959 -5.47477 -2.01575 0.0029
H -1.88885 6.63755 -2.41530 0.0002
H 1.69302 0.27587 -2.31830 0.0108
H -0.27022 6.82217 -3.74189 0.0001
H 2.42218 -1.10352 1.50042 -0.0006
H -3.02326 -1.67923 1.04044 0.0011
H -4.27516 -1.76640 3.15524 0.0004
```

Properties
HOMO level (spin up / spin down) (eV): -13.69 / -14.02
Largest force on an atom (eV/A): 1.46
M (g mol⁻¹): 785.597
Charge: +2
Electronic energy (Ha): -4385.6432
Spin multiplicity: 3
Frontier orbital gap (spin up / spin down) (eV): 7.7884 / 5.3135

No. 5
C32H36NO5RhSTe | ωB97M-V/def2-TZVPD

```
77
Properties=species:S:1:pos:R:3:mulliken_spin:R:1
Te -0.50957 2.39747 -2.02553 0.0674
Rh 0.21158 -0.15864 0.25197 0.9257
S -2.39853 -0.62114 -2.34268 0.0144
O -1.64326 -0.27060 -1.12076 0.0143
O -2.75615 0.56592 -3.10673 0.0036
O 2.55591 1.38588 -2.57581 -0.0018
O -0.47436 -0.76707 1.96459 0.0434
O -3.47517 -1.55001 -2.08714 0.0048
N 1.07798 1.25183 -0.78565 -0.1187
C 4.38935 -0.13612 1.54789 0.0037
C -2.25976 5.67682 -4.36196 -0.0015
C 1.43609 4.76886 -1.99817 -0.0034
C 4.43738 -0.18831 -1.22569 -0.0003
C -2.51883 4.99470 -1.97837 0.0045
C 2.20608 5.80041 -1.47916 0.0003
C 0.54217 -2.78640 -5.10724 0.0005
C -1.66032 -2.57993 -4.12430 -0.0008
C 1.50640 -3.50233 -6.01644 -0.0004
C 2.29462 1.06520 -1.42002 -0.0284
C 3.38788 0.43828 -0.56786 0.0151
C 5.44721 -0.80658 -0.50237 0.0041
C 5.42372 -0.78407 0.88478 0.0013
C -0.85292 4.52940 -5.90378 -0.0044
C -1.90264 4.80600 -3.34056 -0.0073
C 0.53020 4.30033 0.19110 0.0021
C -0.46135 3.63299 -4.90695 0.0018
C 0.07603 -1.04925 -3.49443 0.0016
C -0.97984 3.78552 -3.62258 0.0037
C 2.13907 6.09021 -0.12598 -0.0002
C 1.10819 -1.81745 -0.43282 0.0127
C -0.36737 3.53718 1.12985 -0.0089
C -1.23423 -1.49112 -3.37794 -0.0076
C 0.95316 -1.69131 -4.35316 0.0010
C -1.80774 -1.20549 2.04842 -0.0033
C -2.18235 6.49848 -6.73813 -0.0002
C -0.77449 -3.21898 -4.98065 -0.0002
C 3.37367 0.46990 0.82367 0.0249
C 0.50163 2.53051 -5.27429 -0.0009
C 1.30264 5.34608 0.69285 -0.0009
C 0.60411 4.01392 -1.17881 0.0089
C -1.74631 5.55406 -5.64933 0.0025
H 6.21191 -1.26784 1.44869 0.0003
H -2.99489 4.07690 -1.62856 -0.0009
H 0.93857 2.04717 -4.40075 0.0021
H 1.79516 -1.62208 -1.25480 -0.0031
H 6.25475 -1.30685 -1.02285 0.0004
H 1.24286 5.57725 1.75098 0.0001
H -3.27408 5.78054 -2.01064 -0.0001
H 0.01478 2.53000 1.31169 0.0063
H 2.73191 6.89438 0.29287 0.0000
H -1.76463 5.27714 -1.23990 -0.0011
H 2.30396 -2.83594 -6.34644 -0.0001
H -0.43910 4.04597 2.09144 0.0001
H 1.00092 -3.89358 -6.90049 0.0000
H -2.13379 7.53663 -6.40449 0.0002
H -2.34868 -0.61740 2.80068 0.0000
H 4.37051 -0.10548 2.63004 -0.0003
H -0.00660 1.76168 -5.86182 0.0005
H 1.49002 4.54589 -3.05629 -0.0008
H -0.44216 4.41563 -6.90308 0.0000
H 1.32113 2.92216 -5.88112 0.0004
H 1.97327 -1.33038 -4.43224 -0.0001
H -3.21381 6.29934 -7.03788 0.0000
H -1.85457 -2.25980 2.35037 0.0006
H -2.68225 -2.91981 -4.02090 0.0000
H -1.37339 3.42978 0.71891 -0.0009
H 2.85450 6.37093 -2.13288 0.0001
H 1.64808 -2.26329 0.40464 -0.0042
H 2.56729 0.97485 1.34075 0.0159
H -1.55300 6.39655 -7.62249 0.0002
H -2.34454 -1.10859 1.09843 0.0053
H -1.11392 -4.07006 -5.56168 0.0000
H 1.97402 -4.34675 -5.50380 0.0001
H 0.31197 -2.47915 -0.77931 -0.0033
H 0.42200 -0.20643 -2.91011 0.0087
H 4.44080 -0.18229 -2.30779 0.0000
H -2.96733 6.47265 -4.14629 0.0006
```

Properties
HOMO level (spin up / spin down) (eV): -4.56 / -4.56
Largest force on an atom (eV/A): 1.58
M (g mol⁻¹): 777.215
Charge: -1
Electronic energy (Ha): -2448.6430
Spin multiplicity: 2
Frontier orbital gap (spin up / spin down) (eV): 5.6318 / 5.6578